# 1
This record from the OMol25 dataset describes C68H51N12O2Ti as an isolated structure. The level of theory is ωB97M-V/def2-TZVPD.

The geometry in XYZ format:
```
134
Properties=species:S:1:pos:R:3:forces:R:3:lowdin_charge:R:1
Ti -0.844 0.292 0.793 0.3153 -0.7766 0.1890 1.1851
C 0.986 6.219 3.056 -0.0907 0.0178 0.0252 -0.1045
C -0.411 6.411 3.307 0.1167 0.0465 -0.0106 -0.1124
C -1.311 5.418 3.067 0.0409 -0.1077 -0.0505 -0.0345
C -0.834 4.181 2.562 -0.1294 0.3067 0.2244 -0.1262
C -1.490 3.012 2.199 -0.0727 -0.2936 -0.1219 -0.2930
N -2.856 2.901 2.106 0.3220 0.3797 0.1126 0.1877
C -3.380 1.821 1.701 -0.0430 -0.5234 -0.1410 -0.3002
C -4.814 1.624 1.427 0.1252 0.2421 0.0650 -0.0934
C -5.877 2.511 1.404 -0.0227 0.0210 -0.0291 -0.0104
C -7.130 2.007 1.082 0.0226 -0.0173 0.0053 -0.0894
C -7.314 0.648 0.813 0.0594 0.0123 0.0074 -0.0918
C -6.245 -0.237 0.866 -0.0657 -0.0296 0.0108 -0.0177
C -4.998 0.281 1.165 0.1321 -0.2993 0.0024 -0.0965
C -3.688 -0.368 1.390 0.0115 0.3772 0.2009 -0.2804
N -3.573 -1.618 1.676 0.1384 -0.2531 -0.0310 0.1917
C -2.400 -2.063 2.205 0.0703 0.0972 0.0887 -0.2999
N -1.175 -1.497 2.117 -0.2365 0.2923 -0.0486 0.0979
C -0.307 -2.292 2.876 0.1171 -0.2458 -0.1716 -0.2825
N 1.007 -2.206 2.993 -0.1098 0.2550 -0.1541 0.2012
C 1.671 -1.156 2.569 -0.0258 -0.1615 0.1752 -0.3085
N 1.134 0.064 2.202 -0.0737 -0.0927 -0.3217 0.1280
C 2.117 0.800 1.712 -0.2538 -0.0487 -0.0506 -0.2283
N 1.840 2.087 1.298 -0.0647 0.0777 -0.0257 0.0423
C 0.660 2.695 1.794 0.1694 -0.1021 0.0829 -0.2279
N -0.557 2.100 1.720 -0.3193 0.4813 -0.1313 0.0492
C 0.550 3.984 2.313 0.2162 0.0567 0.0750 -0.0963
C 1.470 5.042 2.569 -0.0980 -0.0295 -0.0538 -0.0266
C 3.366 0.065 1.660 0.1432 0.0264 0.0085 -0.0692
C 4.641 0.277 1.115 -0.0097 0.0229 -0.0071 -0.0142
C 5.595 -0.705 1.259 -0.0207 -0.1087 0.0500 -0.0809
C 5.308 -1.912 1.932 -0.0053 0.1225 -0.0441 -0.0929
C 4.050 -2.153 2.434 -0.0150 0.0468 -0.0174 -0.0280
C 3.077 -1.160 2.284 0.0354 -0.1434 0.0449 -0.1081
C -1.038 -3.402 3.413 0.2034 0.0718 0.0616 -0.1219
C -0.652 -4.493 4.199 -0.0704 -0.0758 -0.0001 -0.0234
C -1.621 -5.410 4.544 -0.0139 0.0413 -0.0216 -0.0990
C -2.966 -5.249 4.138 0.0180 0.0056 -0.0133 -0.1036
C -3.348 -4.171 3.370 0.0884 -0.0476 -0.0096 -0.0299
C -2.359 -3.254 3.001 -0.2519 0.0096 -0.0177 -0.1265
N -2.712 0.597 1.519 -0.7713 0.1146 -0.0259 0.0162
H 1.672 7.035 3.251 -0.0133 0.0166 0.0079 0.0887
H -0.753 7.367 3.685 0.0250 0.0102 0.0076 0.0860
H -2.370 5.558 3.245 -0.0147 -0.0211 -0.0022 0.1024
H -5.722 3.560 1.618 -0.0030 0.0074 0.0082 0.1119
H -7.981 2.675 1.038 -0.0087 0.0044 0.0016 0.0945
H -8.303 0.283 0.567 -0.0103 -0.0011 -0.0017 0.0936
H -6.374 -1.297 0.688 0.0002 -0.0038 -0.0016 0.1090
H 2.523 4.929 2.360 0.0091 -0.0087 0.0116 0.0837
H 4.882 1.174 0.563 -0.0038 -0.0831 0.0571 0.0959
H 6.580 -0.548 0.839 0.0155 -0.0133 -0.0026 0.0939
H 6.082 -2.662 2.032 0.0145 -0.0025 -0.0070 0.0915
H 3.796 -3.087 2.918 0.0027 -0.0094 0.0058 0.1072
H 0.377 -4.607 4.515 0.0091 0.0077 0.0042 0.1051
H -1.353 -6.269 5.148 -0.0117 -0.0135 0.0001 0.0895
H -3.701 -5.987 4.434 0.0081 -0.0067 0.0174 0.0883
H -4.371 -4.038 3.043 -0.0105 0.0156 0.0038 0.1083
C -1.189 -4.807 -4.581 -0.0130 -0.0072 -0.0275 -0.0419
C -2.313 -3.832 -4.795 0.0022 0.0031 -0.0029 -0.2144
C -3.206 -3.973 -5.847 0.0145 -0.0130 -0.0073 -0.0565
C -4.246 -3.075 -6.045 0.0160 0.0193 0.0366 -0.1006
C -4.412 -2.025 -5.156 -0.0006 -0.0170 -0.0047 -0.0888
C -3.545 -1.869 -4.085 -0.0088 -0.0077 -0.0388 -0.0239
C -2.484 -2.755 -3.913 0.0331 -0.0252 0.0610 -0.1951
N -1.565 -2.643 -2.852 0.0791 -0.0145 -0.0309 0.1371
C -1.469 -1.539 -1.995 0.0794 -0.0011 0.0104 -0.3693
N -1.356 -0.390 -2.686 0.0413 0.0367 0.0232 0.1357
C -1.468 0.974 -2.326 -0.0765 -0.1142 -0.0732 -0.2015
C -1.595 1.413 -1.004 0.1325 0.0520 0.1611 -0.0711
C -1.800 2.797 -0.889 -0.0158 0.0400 -0.0712 -0.0994
C -1.803 3.674 -1.964 -0.0207 -0.0607 0.0145 -0.0851
C -1.590 3.194 -3.243 0.0342 -0.0137 0.0111 -0.0711
C -1.428 1.835 -3.442 -0.0809 -0.0318 -0.0117 -0.2191
C -1.186 1.312 -4.837 -0.0144 0.0119 -0.0187 -0.0481
N -1.380 -1.671 -0.712 -0.2737 0.1334 0.1324 0.1417
C -1.508 -3.040 -0.284 0.2135 0.0704 -0.0783 -0.2652
C -2.757 -3.658 -0.276 -0.0669 -0.0412 -0.0456 -0.0512
C -2.885 -4.992 0.067 0.0240 0.0193 0.0120 -0.0858
C -1.756 -5.722 0.418 -0.0097 0.0229 -0.0078 -0.0887
C -0.515 -5.113 0.392 -0.0122 0.0165 0.0393 -0.0418
C -0.359 -3.774 0.026 -0.0391 -0.0227 0.0394 -0.2075
C 1.023 -3.188 -0.083 -0.0231 0.0042 0.0207 -0.0207
H -1.133 -5.516 -5.405 -0.0028 0.0017 -0.0033 0.0747
H -1.321 -5.383 -3.659 -0.0160 0.0059 0.0107 0.0840
H -0.230 -4.291 -4.499 0.0034 0.0140 -0.0046 0.0834
H -3.073 -4.803 -6.531 -0.0057 -0.0035 -0.0048 0.1060
H -4.923 -3.201 -6.880 -0.0081 0.0007 -0.0076 0.0953
H -5.227 -1.324 -5.281 -0.0094 0.0020 -0.0039 0.1020
H -3.697 -1.061 -3.381 -0.0023 -0.0018 0.0028 0.1190
H -1.337 -3.516 -2.398 -0.0478 0.0339 -0.0288 0.1205
H -1.311 -0.553 -3.678 0.0526 0.0315 0.0468 0.1029
H -1.935 3.248 0.075 0.0229 0.0123 0.0236 0.0696
H -1.945 4.734 -1.787 -0.0007 0.0098 0.0001 0.0987
H -1.543 3.866 -4.092 -0.0111 0.0048 -0.0032 0.1010
H -1.085 2.144 -5.532 0.0013 -0.0041 0.0025 0.0750
H -2.007 0.685 -5.205 0.0042 -0.0116 0.0288 0.0760
H -0.264 0.725 -4.896 0.0184 0.0148 -0.0142 0.0819
H -3.629 -3.067 -0.524 0.0135 0.0001 -0.0089 0.1152
H -3.866 -5.450 0.089 -0.0074 -0.0071 -0.0039 0.1020
H -1.847 -6.757 0.724 -0.0001 -0.0139 -0.0018 0.0988
H 0.369 -5.677 0.667 0.0074 -0.0062 0.0015 0.1134
H 1.682 -3.612 0.674 0.0014 -0.0205 0.0090 0.0816
H 1.026 -2.107 0.037 -0.0259 0.0024 0.0249 0.0540
H 1.455 -3.406 -1.065 -0.0028 0.0020 0.0037 0.0867
C 7.172 4.045 -1.224 -0.0601 0.0275 0.0718 -0.0858
O 5.890 4.091 -0.632 -0.0387 -0.1049 -0.0445 -0.1148
C 5.790 3.726 0.693 0.0752 0.1367 0.0292 -0.2267
C 6.874 3.664 1.550 -0.0968 -0.0482 0.0241 -0.0350
C 6.682 3.295 2.880 -0.0158 -0.0086 -0.0169 -0.1008
C 5.406 3.016 3.333 0.0293 0.0241 -0.0755 -0.0806
C 4.316 3.098 2.475 0.0750 -0.0033 0.2206 -0.0416
C 4.485 3.432 1.136 -0.0542 0.0358 -0.0690 -0.2111
N 3.441 3.547 0.220 0.1604 0.1090 -0.0940 0.1076
C 2.321 2.622 0.040 -0.1151 0.0012 -0.0839 -0.1840
C 2.535 1.554 -1.039 0.2063 0.1670 -0.0912 -0.0682
C 3.571 1.663 -1.960 0.0872 -0.0243 0.0530 -0.0389
C 3.764 0.741 -2.979 -0.0782 -0.0733 0.0254 -0.0957
C 2.898 -0.340 -3.083 0.0299 0.0741 0.0387 -0.0854
C 1.848 -0.464 -2.192 0.0191 0.0239 -0.0772 -0.0115
C 1.637 0.484 -1.186 -0.2848 -0.1467 0.3100 -0.2684
O 0.627 0.300 -0.339 0.4201 -0.0316 -0.3819 -0.2337
H 7.022 4.142 -2.297 -0.0098 -0.0002 -0.0015 0.0900
H 7.666 3.094 -1.006 0.0235 -0.0121 -0.0256 0.0966
H 7.804 4.867 -0.878 0.0113 0.0011 0.0229 0.0893
H 7.867 3.893 1.191 0.0210 0.0050 0.0004 0.0977
H 7.531 3.233 3.548 0.0142 -0.0006 0.0039 0.0939
H 5.242 2.729 4.363 0.0007 -0.0043 0.0165 0.1039
H 3.327 2.869 2.844 0.1479 0.0755 0.0110 0.1076
H 3.769 3.913 -0.659 -0.0795 0.0641 0.0216 0.1105
H 1.504 3.258 -0.312 -0.0652 -0.0870 -0.0957 0.1676
H 4.283 2.473 -1.866 0.0033 0.0085 0.0086 0.0954
H 4.589 0.861 -3.669 0.0135 -0.0049 -0.0026 0.0919
H 3.043 -1.091 -3.850 0.0013 0.0070 -0.0137 0.0979
H 1.176 -1.308 -2.238 -0.0303 -0.0043 -0.0387 0.0920
```
Positions in Å, forces in eV/Å.

Results
calculated total energy = -4279.188883 a.u.
2S+1 = 1
M = 1116.10 g mol⁻¹
largest force on an atom = 0.859 eV/A
total charge = -1

---

# 2
This record from the OMol25 dataset describes a 10-piece molecular cluster, C24H70N2O16 overall at a distorted geometry. The level of theory is ωB97M-V/def2-TZVPD.

The geometry in XYZ format:
```
112
Properties=species:S:1:pos:R:3:forces:R:3:lowdin_charge:R:1
C -3.067 -18.844 18.503 0.8893 0.1925 -0.1172 -0.0556
O -1.728 -18.366 18.331 -0.0511 0.3353 -0.1411 -0.2312
C -1.554 -17.010 18.720 -1.1557 -0.3757 0.2696 -0.2303
C -0.134 -16.618 18.589 0.7520 0.4129 0.1936 -0.2094
N 0.397 -16.560 17.226 -0.4312 -1.9829 -0.5494 -0.0334
C 1.661 -15.899 17.138 0.6847 1.2643 0.9421 -0.2415
C 2.282 -15.803 15.784 -0.2253 0.5443 -0.4907 -0.2778
O 2.596 -17.080 15.346 0.5274 -1.0782 -2.0798 -0.2097
C 3.014 -17.009 13.928 -0.7390 0.0750 1.5475 -0.0383
H -3.085 -19.835 18.021 -0.1355 0.3076 0.6705 0.0963
H -3.750 -18.183 17.989 -0.3294 0.1895 -0.2410 0.0614
H -3.295 -18.816 19.576 -0.1824 -0.4902 -0.1676 0.1023
H -1.840 -16.876 19.791 0.0351 -0.1610 -0.5273 0.1428
H -2.216 -16.357 18.132 -0.0393 -0.1710 -0.0207 0.1006
H 0.404 -17.293 19.269 0.4481 0.0576 -0.1489 0.1305
H -0.091 -15.613 19.037 0.2796 -0.1170 -0.1843 0.1283
H 0.501 -17.530 16.836 -0.2997 1.0263 0.5251 0.1083
H 2.488 -16.294 17.762 -0.4550 -0.2192 0.2962 0.1310
H 1.458 -14.881 17.497 0.4122 0.0658 -0.0291 0.1225
H 3.195 -15.168 15.824 -0.3641 -0.1509 0.0919 0.1344
H 1.616 -15.391 15.023 -0.3445 0.5577 0.1677 0.1084
H 2.246 -16.496 13.313 0.3215 -0.0587 0.4048 0.0882
H 3.097 -18.026 13.558 0.3716 -0.0719 0.0654 0.0661
H 3.947 -16.443 13.945 0.0914 -0.1696 -0.5417 0.0881
C -3.384 -20.519 11.965 -0.7379 -0.3666 0.9580 -0.1214
O -4.353 -20.722 10.966 -0.7600 0.3239 -0.3295 -0.1951
C -5.629 -20.096 11.260 0.4158 -0.3254 1.9449 -0.2068
C -6.442 -19.850 10.020 0.7546 -0.0978 -0.5804 -0.2232
N -6.810 -21.119 9.405 -0.8629 0.6792 0.2828 -0.0531
C -7.392 -20.958 8.094 -0.8044 0.0179 0.5869 -0.2234
C -7.858 -22.266 7.519 0.0881 0.7018 0.2867 -0.2763
O -6.728 -22.992 7.209 1.4062 -1.7566 0.0574 -0.1940
C -6.980 -24.374 6.901 0.8036 1.5164 -1.8084 -0.0783
H -3.594 -21.016 12.953 -0.3724 0.4888 -0.6765 0.1052
H -3.141 -19.481 12.126 -0.3112 0.4643 0.1890 0.0532
H -2.489 -20.981 11.650 1.0869 -0.6764 -0.7331 0.0507
H -5.420 -19.125 11.764 -0.2430 -0.5070 -0.2169 0.1082
H -6.157 -20.796 11.991 0.3330 0.9304 -0.8323 0.1400
H -5.804 -19.216 9.361 -0.1944 -0.2637 0.0204 0.1251
H -7.332 -19.232 10.217 0.1737 -0.4173 0.2430 0.1252
H -6.008 -21.698 9.315 0.8423 -0.4927 0.0886 0.0950
H -6.655 -20.584 7.386 -0.0479 0.6545 -0.3397 0.1222
H -8.291 -20.309 8.196 0.6914 -0.0581 -0.2845 0.1340
H -8.382 -22.008 6.621 -0.8222 -0.1367 -0.7923 0.1133
H -8.483 -22.803 8.213 -0.4953 -0.1944 0.3512 0.1220
H -7.475 -24.883 7.688 -0.5529 -0.4798 0.8985 0.0678
H -6.010 -24.857 6.667 -0.5794 0.3687 0.2560 0.0952
H -7.597 -24.363 5.979 0.1154 -0.4770 0.4085 0.0929
O 0.125 -17.830 10.745 0.2787 -0.3939 0.4309 -0.1171
C -0.424 -16.960 9.753 0.1755 0.1624 0.5307 -0.2057
C -1.509 -17.710 8.980 -1.2170 0.3723 0.5151 -0.2220
O -2.659 -16.984 8.530 0.3008 0.1381 0.6480 -0.0611
H 0.311 -18.713 10.394 -0.0592 0.3152 -0.1035 0.0793
H -0.755 -16.112 10.372 -0.2205 -0.0435 -0.6896 0.1294
H 0.383 -16.654 9.072 -0.2757 0.2350 0.1936 0.1204
H -1.850 -18.562 9.608 0.3437 0.2306 -0.4521 0.1292
H -1.015 -18.015 8.085 0.0212 -0.8132 -0.7001 0.1096
H -3.303 -16.905 9.257 0.4334 -0.0595 -0.3072 0.0869
O 0.967 -19.542 16.033 -0.1208 -0.2957 -0.1396 -0.1010
C 1.719 -20.363 16.941 -0.4191 0.4179 -0.3836 -0.2226
C 0.707 -21.204 17.666 0.6311 -0.4144 1.3821 -0.2527
O 0.042 -20.474 18.701 0.2302 -0.3734 -0.5386 -0.0763
H 1.554 -19.222 15.351 0.3034 0.3720 -0.1520 0.0517
H 2.436 -21.030 16.404 -0.2963 0.6702 0.3277 0.1307
H 2.188 -19.670 17.671 0.2720 -0.7215 -0.3060 0.1306
H 1.294 -22.013 18.156 -0.5755 0.3899 -0.0131 0.1249
H 0.002 -21.685 16.985 -0.0265 0.1509 -0.1883 0.1164
H -0.424 -19.708 18.321 -0.0368 -0.1616 0.0718 0.0411
O 2.707 -20.431 12.695 0.2348 0.2474 -0.7818 -0.0643
C 1.375 -20.554 12.178 0.6435 1.5694 1.8192 -0.2496
C 0.754 -21.747 12.778 -0.9368 -0.6345 -0.2669 -0.2486
O 1.423 -22.823 12.143 -0.6123 -1.5347 -0.4813 -0.0676
H 3.277 -21.041 12.209 -0.1193 -0.0057 0.1846 0.0912
H 0.880 -19.612 12.483 -0.0051 -0.4939 -0.0997 0.1163
H 1.317 -20.645 11.109 0.2610 -0.0488 -0.6731 0.1150
H -0.318 -21.664 12.548 0.0069 -0.5503 0.0484 0.1151
H 0.891 -21.870 13.850 -0.0479 0.5882 0.2231 0.1191
H 0.874 -23.636 12.120 0.5264 0.9202 0.1712 0.1093
O -1.956 -17.789 12.776 0.6521 0.6976 -1.6516 -0.0779
C -1.375 -17.070 13.824 -0.9739 1.0565 1.1570 -0.2425
C -2.104 -17.475 15.066 -1.0051 -0.0348 1.4715 -0.1899
O -3.521 -17.190 14.993 -0.0331 1.2837 -0.2212 -0.1010
H -1.321 -17.721 12.016 -0.6122 -0.3709 0.6377 0.0662
H -0.368 -17.341 13.955 1.6430 -0.3928 0.1724 0.0976
H -1.391 -15.947 13.781 -0.2468 -0.8327 -0.6651 0.1151
H -1.767 -16.970 15.997 0.4755 -0.4605 -0.8343 0.0974
H -2.050 -18.564 15.193 0.1578 0.2425 0.0310 0.1336
H -3.644 -16.246 15.261 0.2941 -0.8124 -0.1981 0.0911
C -1.724 -13.823 15.342 1.2248 0.9488 1.2270 -0.1595
O -2.779 -14.256 16.138 -2.1227 0.1713 -0.4747 -0.1142
H -1.475 -12.720 15.479 -0.6743 -1.1484 -0.3681 0.1055
H -0.804 -14.343 15.569 0.3975 -0.3736 0.0833 0.0584
H -2.017 -14.096 14.356 0.0076 0.4467 -1.0073 0.0577
H -2.680 -14.677 16.980 1.0212 -0.0998 0.5525 0.0520
C -5.816 -15.734 12.474 -0.0197 -0.7553 1.2184 -0.1569
O -4.871 -16.601 11.906 0.7222 -0.3456 -0.2388 -0.1267
H -5.898 -15.797 13.574 0.0837 -0.4605 -0.2332 0.0785
H -5.602 -14.710 12.307 0.1880 1.2150 -0.6765 0.0589
H -6.766 -16.023 12.060 -0.4500 0.1628 -0.1810 0.0776
H -4.037 -16.635 12.401 -0.3584 -0.0243 0.1203 0.0518
C -5.512 -19.639 16.046 0.1739 0.2653 -0.6269 -0.1485
O -5.847 -18.256 15.979 -0.3922 -0.0987 0.5277 -0.1420
H -4.486 -19.863 16.347 0.2673 0.4480 -0.3480 0.0477
H -6.079 -20.022 16.882 -0.6222 -0.4784 -0.1954 0.0747
H -5.699 -20.146 15.063 -0.0985 0.2280 0.9544 0.0857
H -5.147 -17.722 15.588 0.4944 -0.5226 -0.2268 0.0188
C -5.818 -14.590 17.963 0.1436 -0.6720 0.5257 -0.1166
O -5.047 -15.855 18.071 -0.3129 1.6943 -0.1082 -0.1701
H -5.525 -13.941 18.874 -0.7805 -1.0807 -1.5103 0.0994
H -5.594 -14.041 17.021 0.2258 -0.4361 0.6505 0.0649
H -6.910 -14.860 17.902 1.0057 0.5673 0.5307 0.0858
H -5.621 -16.586 17.834 -0.1571 -0.1420 -0.2787 0.0394
```
Positions in Å, forces in eV/Å.

Results
calculated total energy = -2269.506195 a.u.
2S+1 = 1
M = 642.82 g mol⁻¹
largest force on an atom = 2.493 eV/A